#w
Computed, not measured: a 2-piece molecular cluster, C6H14NS overall, with ωB97M-V/def2-TZVPD.

orbital gap	6.22	eV
lowest unoccupied orbital energy	0.128	hartree

Structure (ORCA input):
```
! RIJCOSX wB97M-V def2-TZVPD def2/J DEFGRID3
* xyz -1 1
S -2.41827 -0.40215 -2.83941
N 0.59677 0.21206 0.42337
C 0.34915 0.12180 -1.35393
C -2.17034 0.82540 -1.43555
C 1.47241 -1.90501 -0.38120
C -0.70566 1.23704 -1.61305
C 0.32324 -0.92715 -0.27877
C 0.48652 0.51880 3.77078
H 0.00577 1.17687 3.06236
H 0.25665 -0.48682 -2.42180
H -0.51833 1.58682 -2.66915
H 1.42192 -2.62901 0.41991
H 1.29989 0.96402 4.30096
H -0.70704 -1.31560 -0.39297
H -0.36004 2.10769 -0.98099
H 0.83515 -0.31657 3.26548
H 2.36520 -1.26493 -0.08067
H 1.30662 0.67069 -1.44244
H -2.16138 0.44847 -0.44518
H -0.44459 0.21809 4.26002
H 1.67190 -2.41246 -1.32634
H -2.90552 1.57193 -1.84142
*
```

#x
Computed, not measured: an isolated ion of composition C6H14NS and charge -1, with ωB97M-V/def2-TZVPD.

orbital gap	5.46	eV
lowest unoccupied orbital energy	0.116	hartree
structure (SMILES)	CCCNCCC[S-]

Structure (ORCA input):
```
! RIJCOSX wB97M-V def2-TZVPD def2/J DEFGRID3
* xyz -1 1
S 0.28269 -0.21661 4.67010
N 0.29873 -0.97354 -0.21326
C 0.69672 0.67970 3.11048
C -0.18692 0.53256 -2.17989
C 0.19849 -0.99347 1.28280
C 1.36202 -0.31524 2.02606
C -1.22201 0.58450 -3.30368
C -0.71644 -0.38833 -1.03233
H -0.05106 1.52723 -1.75021
H 1.46910 1.38572 3.39775
H 1.99011 -0.98310 2.61887
H 1.21795 -0.63734 -0.45965
H -1.27386 -0.37049 -3.83828
H 2.05591 0.25273 1.39323
H -2.16528 0.76039 -2.74173
H -0.22812 0.99898 2.61727
H 0.05818 -2.02877 1.57738
H -1.40167 0.32298 -0.55134
H -0.74172 -0.55867 1.60968
H -1.16418 1.36713 -4.06163
H -1.26014 -1.20606 -1.56219
H 0.78151 0.25971 -2.60944
*
```

Most stable = #x

#w
Computed, not measured: a single C2HNO2S molecule, with ωB97M-V/def2-TZVPD.

orbital gap	9.46	eV
lowest unoccupied orbital energy	-0.001	hartree
structure (SMILES)	O=c1c(=S)n1O

Structure (ORCA input):
```
! RIJCOSX wB97M-V def2-TZVPD def2/J DEFGRID3
* xyz 0 1
S 2.00261 -1.15675 -0.53742
O -1.84408 -0.54188 -1.45010
O -0.24522 1.15934 1.34633
N -0.26981 0.29858 0.29169
C 0.51376 -0.57196 -0.41075
C -0.83726 -0.44587 -0.87299
H 0.67999 1.25855 1.63324
*
```

#x
Computed, not measured: a single C2HNO2S molecule, with ωB97M-V/def2-TZVPD.

orbital gap	9.37	eV
lowest unoccupied orbital energy	-0.023	hartree
structure (SMILES)	O=c1s/c1=N\O

Structure (ORCA input):
```
! RIJCOSX wB97M-V def2-TZVPD def2/J DEFGRID3
* xyz 0 1
S 0.63562 1.55097 0.05886
O -2.06370 -0.40470 0.02988
O 2.68413 -0.37377 0.06386
N -0.84918 -0.99415 0.04034
C 0.19267 -0.28762 -0.00209
C 1.60113 -0.00156 0.07119
H -2.20066 0.51083 -0.26204
*
```

Most stable = #x